Record 1
Here is 16 unconnected molecules or ions with the total composition C34H72BCl30NO4P in a non-equilibrium geometry from the Open Molecules 2025 dataset. Energies are from the ωB97M-V functional and the def2-TZVPD basis.

## Properties
HOMO-LUMO gap in eV: 4.3
HOMO energy in eV: -3.1
LUMO in eV: 1.3
Total charge: -1
Spin multiplicity: 1

Element x y z (Å)
C 5.884 1.286 -2.756
P 4.702 2.086 -3.978
O 4.914 1.261 -5.470
B 2.867 1.763 -3.295
C 2.192 0.419 -3.987
C 1.459 -0.512 -2.974
O 0.450 0.116 -2.165
C 2.020 3.147 -3.518
O 1.260 3.171 -4.793
N -0.044 3.527 -4.560
O -0.725 2.574 -4.452
H 6.877 1.664 -3.013
H 5.880 0.189 -2.813
H 5.626 1.589 -1.744
H 4.998 0.332 -5.217
H 2.993 1.612 -2.091
H 1.518 0.612 -4.829
H 3.008 -0.195 -4.381
H 2.233 -0.985 -2.355
H 0.970 -1.303 -3.568
H 0.668 -0.036 -1.242
H 2.734 3.983 -3.590
H 1.385 3.402 -2.661
Cl -4.372 5.490 -0.017
C -2.698 5.358 -0.649
C -2.018 4.056 -0.290
Cl -1.651 3.896 1.455
H -2.144 6.214 -0.278
H -2.768 5.431 -1.740
H -1.074 3.992 -0.811
H -2.617 3.202 -0.572
Cl -5.826 -0.464 -5.881
C -7.104 -1.254 -4.923
C -6.943 -1.012 -3.443
Cl -5.517 -1.844 -2.780
H -7.089 -2.316 -5.156
H -8.054 -0.840 -5.258
H -7.812 -1.398 -2.910
H -6.849 0.038 -3.220
Cl -2.118 -0.805 -0.881
C -3.404 -1.589 0.074
C -3.250 -1.348 1.556
Cl -1.852 -2.215 2.256
H -3.402 -2.651 -0.161
H -4.350 -1.166 -0.262
H -4.124 -1.723 2.081
H -3.144 -0.289 1.779
Cl 2.453 -1.943 3.194
C 1.110 -2.643 4.125
C 1.266 -2.414 5.606
Cl 2.628 -3.339 6.298
H 1.057 -3.703 3.886
H 0.186 -2.172 3.781
H 0.366 -2.743 6.124
H 1.428 -1.363 5.830
Cl -1.998 6.523 -3.747
C -2.253 8.269 -3.947
C -1.563 9.016 -2.848
Cl -2.392 8.738 -1.296
H -3.321 8.477 -3.961
H -1.841 8.544 -4.917
H -1.589 10.089 -3.034
H -0.526 8.714 -2.755
Cl -6.113 -3.367 2.476
C -5.584 -4.645 3.599
C -5.242 -4.117 4.969
Cl -3.741 -3.136 5.012
H -4.742 -5.165 3.148
H -6.416 -5.343 3.683
H -5.078 -4.955 5.640
H -6.049 -3.513 5.368
Cl 0.452 10.348 0.019
C 1.408 8.914 0.491
C 2.432 8.509 -0.540
Cl 1.733 7.851 -2.047
H 0.709 8.106 0.695
H 1.915 9.171 1.420
H 3.062 7.721 -0.130
H 3.065 9.350 -0.815
Cl 9.633 -2.079 0.263
C 9.836 -0.891 -1.052
C 9.499 0.512 -0.610
Cl 7.761 0.713 -0.300
H 9.214 -1.203 -1.887
H 10.879 -0.938 -1.361
H 9.763 1.217 -1.398
H 10.041 0.786 0.293
Cl 6.282 5.007 -5.259
C 5.008 5.514 -6.371
C 4.610 6.927 -6.005
Cl 3.859 7.046 -4.391
H 4.191 4.797 -6.292
H 5.381 5.494 -7.395
H 3.901 7.320 -6.733
H 5.484 7.574 -5.985
Cl 2.476 0.217 0.871
C 3.179 1.773 1.376
C 2.160 2.880 1.467
Cl 1.559 3.343 -0.136
H 3.970 2.022 0.672
H 3.627 1.606 2.356
H 2.624 3.763 1.905
H 1.309 2.597 2.083
Cl 5.543 -2.928 -7.349
C 4.361 -2.464 -8.605
C 3.769 -1.097 -8.353
Cl 2.713 -1.078 -6.926
H 3.590 -3.230 -8.640
H 4.892 -2.467 -9.556
H 3.160 -0.800 -9.207
H 4.543 -0.346 -8.206
Cl -5.758 -1.841 7.162
C -6.980 -1.089 8.220
C -8.243 -1.910 8.315
Cl -9.148 -1.930 6.780
H -7.183 -0.091 7.839
H -6.531 -0.995 9.208
H -8.903 -1.481 9.068
H -8.032 -2.941 8.590
Cl 4.681 -2.119 -4.504
C 4.240 -3.779 -4.058
C 4.654 -4.117 -2.648
Cl 6.427 -4.226 -2.473
H 4.693 -4.454 -4.782
H 3.157 -3.853 -4.151
H 4.249 -5.089 -2.369
H 4.291 -3.376 -1.940
Cl -7.128 -5.260 8.108
C -6.018 -6.322 9.020
C -4.626 -6.330 8.440
Cl -4.567 -7.149 6.858
H -6.445 -7.322 9.039
H -5.989 -5.942 10.040
H -3.956 -6.877 9.102
H -4.238 -5.321 8.316
Cl -3.770 -10.048 10.325
C -3.722 -11.337 9.093
C -4.108 -10.829 7.727
Cl -5.829 -10.388 7.639
H -4.379 -12.139 9.420
H -2.702 -11.716 9.069
H -3.940 -11.605 6.983
H -3.523 -9.954 7.449

Forces on atoms 1 to 6 (eV/Å):
C -0.293 -0.273 -1.332
P -0.326 1.313 0.222
O 0.442 -0.443 1.053
B -0.349 -0.743 -0.574
C -0.280 -0.126 1.214
C 0.405 0.160 -0.998

=====

Record 2
Here is a molecular structure, C32H28Cl5N4O6Ti from the Open Molecules 2025 dataset. Energies are from the ωB97M-V functional and the def2-TZVPD basis.

## Properties
HOMO-LUMO gap (spin up / spin down) in eV: 4.9 / 6.9
HOMO energy (spin up / spin down) in eV: -6.2 / -8.1
LUMO (spin up / spin down) in eV: -1.2 / -1.2
Spin multiplicity: 2

Element x y z (Å)
Ti 0.238 -0.335 0.311
C -1.943 -3.420 -5.948
C -1.469 -2.631 -4.756
C -1.748 -1.272 -4.659
C -1.374 -0.505 -3.534
C -1.565 0.872 -3.337
N -1.941 1.792 -4.286
C -1.415 1.783 -5.639
C 0.066 1.434 -5.752
C 1.058 2.405 -5.133
N 1.309 2.248 -3.685
C 2.295 2.924 -3.152
C 2.955 2.732 -1.934
C 4.121 3.502 -1.695
C 4.987 3.221 -0.675
C 6.210 4.045 -0.394
C 4.703 2.076 0.099
C 3.566 1.315 -0.051
C 3.419 0.141 0.781
N 2.407 -0.623 0.916
C 2.616 -1.701 1.916
C 1.820 -2.974 1.683
C 1.876 -3.457 0.245
N 1.011 -2.623 -0.582
C 0.463 -3.185 -1.587
C -0.374 -2.545 -2.587
C -0.771 -3.256 -3.731
C -0.707 -1.198 -2.473
O -0.336 -0.519 -1.430
C 2.579 1.678 -1.028
O 1.467 1.104 -1.123
H -2.267 -2.761 -6.754
H -2.788 -4.059 -5.685
H -1.154 -4.065 -6.338
H -2.312 -0.806 -5.457
H -1.460 1.259 -2.334
H -2.114 2.708 -3.910
H -1.592 2.775 -6.060
H -1.970 1.086 -6.271
H 0.295 1.417 -6.821
H 0.258 0.421 -5.392
H 0.760 3.441 -5.319
H 2.017 2.249 -5.630
H 0.874 1.502 -3.138
H 2.708 3.693 -3.802
H 4.336 4.325 -2.370
H 6.420 4.729 -1.216
H 7.089 3.413 -0.253
H 6.087 4.641 0.512
H 5.421 1.781 0.859
H 4.320 -0.096 1.354
H 2.353 -1.282 2.888
H 3.682 -1.948 1.917
H 0.777 -2.846 1.970
H 2.237 -3.731 2.351
H 1.576 -4.508 0.179
H 2.903 -3.384 -0.134
H 0.651 -4.251 -1.773
H -0.521 -4.310 -3.810
Cl 1.197 2.619 1.600
C -0.467 2.626 1.079
C -1.017 1.471 0.534
C -2.366 1.561 0.177
Cl -3.224 0.194 -0.453
C -3.106 2.739 0.328
Cl -4.764 2.810 -0.129
C -2.500 3.875 0.854
Cl -3.392 5.333 1.035
C -1.164 3.819 1.240
Cl -0.410 5.222 1.894
O -1.132 -0.190 3.991
C -0.832 -0.558 2.892
O 0.283 -0.266 2.252
C -1.708 -1.468 1.991
O -2.705 -2.023 2.352
O -1.187 -1.533 0.779

Forces on atoms 1 to 6 (eV/Å):
Ti 0.203 -0.159 -0.305
C -0.008 -0.024 -0.019
C -0.002 -0.015 -0.020
C -0.004 -0.013 0.009
C 0.047 -0.086 0.044
C -0.027 0.009 0.044

=====

Record 3
Here is 11 unconnected molecules or ions with the total composition H22O11 in a non-equilibrium geometry from the Open Molecules 2025 dataset. Energies are from the ωB97M-V functional and the def2-TZVPD basis.

## Properties
HOMO-LUMO gap (spin up / spin down) in eV: 3.1 / 10.2
HOMO energy (spin up / spin down) in eV: -0.5 / -7.7
LUMO (spin up / spin down) in eV: 2.6 / 2.5
Total charge: -1
Spin multiplicity: 2

Element x y z (Å)
O -0.369 0.074 -0.171
H -0.572 -0.525 0.548
H 0.250 0.700 0.206
O 3.673 -0.024 -0.490
H 3.070 0.509 0.028
H 3.228 -0.866 -0.585
O -2.527 3.130 0.423
H -3.398 2.732 0.408
H -1.980 2.494 0.883
O -0.752 -1.787 2.070
H -1.346 -2.089 2.758
H 0.123 -1.947 2.422
O 0.180 -0.875 -2.627
H -0.001 -0.401 -1.816
H -0.608 -0.753 -3.157
O -0.197 -3.798 -0.699
H -0.854 -3.105 -0.631
H -0.560 -4.525 -0.194
O 1.595 1.870 0.681
H 1.528 1.580 1.591
H 1.791 2.805 0.741
O 2.040 -2.157 -1.001
H 1.569 -1.540 -1.561
H 1.442 -2.898 -0.905
O -3.443 0.812 -1.262
H -3.913 0.035 -0.958
H -2.521 0.613 -1.100
O 0.289 0.566 3.516
H -0.486 0.165 3.909
H 0.637 -0.107 2.931
O 0.647 2.919 -2.325
H 0.864 3.842 -2.191
H 0.603 2.552 -1.442

Forces on atoms 1 to 6 (eV/Å):
O -0.526 0.294 -0.586
H -0.268 -0.734 0.663
H 0.337 0.471 0.011
O 0.663 0.535 0.014
H -0.182 0.231 0.028
H -0.239 -0.656 0.008

=====

Record 4
Here is a molecular structure, C30H34IN4OSiV in a non-equilibrium geometry from the Open Molecules 2025 dataset. Energies are from the ωB97M-V functional and the def2-TZVPD basis.

## Properties
HOMO-LUMO gap (spin up / spin down) in eV: 3.0 / 2.8
HOMO energy (spin up / spin down) in eV: 1.7 / 1.7
LUMO (spin up / spin down) in eV: 4.7 / 4.6
Total charge: -2
Spin multiplicity: 3

Element x y z (Å)
C 2.487 0.095 -4.145
I -0.894 0.516 -4.117
H 2.080 -0.267 -5.112
H 3.121 -0.659 -3.656
H 2.898 1.089 -4.312
C -1.004 4.384 -0.876
C -2.063 3.908 -1.562
N -1.875 2.563 -1.729
C -0.652 2.163 -1.244
N -0.140 3.325 -0.714
H -0.851 5.348 -0.439
H -2.946 4.450 -1.856
C 2.218 -3.530 -1.654
C 1.004 -1.595 -1.604
N 2.200 -2.191 -1.300
H 0.626 -4.740 -2.529
N 0.280 -2.636 -2.148
H 3.095 -4.150 -1.539
V 0.334 0.415 -2.001
C 2.070 1.018 -2.265
O 3.074 1.659 -2.095
C 1.009 -3.799 -2.169
C -1.099 -2.662 -2.546
H -1.700 -3.308 -1.893
H -1.144 -3.061 -3.564
H -1.520 -1.653 -2.540
C 3.290 -1.668 -0.527
H 4.132 -2.347 -0.693
H 3.093 -1.631 0.558
H 3.574 -0.679 -0.874
C 1.019 3.484 0.123
H 1.168 4.560 0.268
H 1.908 3.057 -0.359
H 0.868 3.043 1.124
C -2.950 1.755 -2.300
H -2.784 1.668 -3.388
H -3.887 2.292 -2.142
H -2.994 0.758 -1.871
C -2.992 2.945 3.078
C -3.438 2.337 1.893
C -2.577 1.471 1.201
C -1.268 1.202 1.623
C -0.858 1.805 2.829
C -1.709 2.661 3.554
Si -0.162 0.057 0.594
C 1.275 -0.107 1.840
C 2.445 0.643 1.624
C 3.479 0.637 2.571
C 3.358 -0.114 3.736
C 2.190 -0.835 3.990
C 1.151 -0.817 3.052
C -1.021 -1.630 0.796
C -0.287 -2.788 1.122
C -0.864 -4.054 1.071
C -2.223 -4.158 0.745
C -3.015 -3.018 0.543
C -2.398 -1.762 0.599
H -3.654 3.600 3.652
H -4.449 2.553 1.534
H -2.996 1.005 0.306
H 0.140 1.638 3.250
H -1.383 3.088 4.512
H 2.573 1.232 0.706
H 4.403 1.207 2.406
H 4.180 -0.136 4.458
H 2.105 -1.412 4.911
H 0.252 -1.388 3.305
H 0.773 -2.726 1.415
H -0.267 -4.959 1.281
H -2.682 -5.149 0.714
H -4.089 -3.111 0.331
H -3.035 -0.894 0.449

Forces on atoms 1 to 6 (eV/Å):
C -0.324 0.059 0.221
I -0.916 -0.586 -3.742
H -0.363 -0.116 0.707
H 0.325 0.386 -0.356
H 0.513 -0.334 -0.013
C -0.454 -0.407 -0.355

=====

Record 5
Here is a molecular structure, C2H4NO3P in a non-equilibrium geometry from the Open Molecules 2025 dataset. Energies are from the ωB97M-V functional and the def2-TZVPD basis.

## Properties
HOMO-LUMO gap in eV: 10.0
HOMO energy in eV: -9.7
LUMO in eV: 0.3
Spin multiplicity: 1

Element x y z (Å)
C -0.479 -1.307 0.096
C -1.104 0.099 0.339
N -0.104 1.047 -0.018
O -1.135 -2.308 0.240
O 2.966 0.608 0.457
O 0.835 -1.222 -0.309
P 1.329 0.284 -0.449
H -1.861 0.246 -0.528
H -1.752 0.269 1.158
H -0.160 1.736 0.744
H 1.464 0.547 -1.729

Forces on atoms 1 to 6 (eV/Å):
C -3.069 -0.608 1.434
C -1.294 -1.465 -4.781
N 0.821 1.493 2.028
O 1.902 1.011 -0.540
O -7.344 -1.286 -3.938
O -0.986 -0.883 -0.117

=====

Record 6
Here is 10 unconnected molecules or ions with the total composition CH22O10 in a non-equilibrium geometry from the Open Molecules 2025 dataset. Energies are from the ωB97M-V functional and the def2-TZVPD basis.

## Properties
HOMO-LUMO gap in eV: 10.7
HOMO energy in eV: -10.6
LUMO in eV: 0.2
Spin multiplicity: 1

Element x y z (Å)
C -2.050 -1.132 -1.128
O -2.556 -0.594 0.091
H -1.947 -0.436 -1.948
H -1.100 -1.673 -1.029
H -2.833 -1.867 -1.335
H -2.555 0.362 0.106
H 0.506 1.461 0.160
H 1.160 0.271 0.831
O 1.356 1.168 0.531
H 2.230 -3.381 -0.288
H 1.271 -3.889 -1.315
O 1.375 -3.172 -0.680
H 1.047 0.806 4.930
H -0.446 0.881 4.948
O 0.305 1.078 4.376
H 2.545 1.433 -0.691
H 3.911 1.982 -0.946
O 3.064 1.885 -1.397
H -1.252 0.489 -3.154
H -0.880 -0.828 -3.563
O -1.258 -0.031 -3.963
H 1.458 4.076 -1.708
H 0.946 2.702 -2.250
O 0.682 3.589 -1.995
H -0.240 -1.352 3.240
H 0.955 -0.249 3.169
O 0.701 -1.174 3.263
H -0.827 3.104 -0.613
H -1.202 1.857 -1.459
O -1.141 2.191 -0.563
H -0.675 -3.421 2.127
H -1.242 -2.683 0.844
O -1.309 -3.454 1.409

Forces on atoms 1 to 6 (eV/Å):
C -0.992 -0.760 0.682
O 0.552 0.027 0.264
H -0.491 0.117 0.299
H 0.062 0.235 0.328
H 0.393 -0.114 -0.854
H 0.316 0.322 -0.134

=====

Question: spin multiplicity of number 1 (C34H72BCl30NO4P)?
Answer: 1